Entry 1:
Entry from OMol25: 4 unconnected molecules or ions with the total composition C26H36F9N2O8 (wB97M-V/def2-TZVPD).

Calculated values
HOMO-LUMO gap (alpha / beta): 9.2 / 9.1 eV
LUMO level (alpha / beta): 0.0052 / -0.0097 hartree

The geometry in ORCA input format:
```
! RIJCOSX wB97M-V def2-TZVPD def2/J DEFGRID3
* xyz 0 2
C -4.36 -3.00 1.64
C -4.52 -1.38 1.56
C -4.96 -0.93 3.04
C -3.07 -0.81 1.24
C -3.02 0.71 0.75
O -3.23 1.68 1.82
C -1.56 1.00 0.18
C -1.14 1.02 -1.29
C 0.28 1.35 -1.66
N 1.41 1.63 -0.87
C 0.98 1.56 0.48
C -0.37 1.29 1.08
C -4.17 0.91 -0.34
C -5.58 0.28 0.03
C -6.38 1.29 1.00
C -6.44 0.26 -1.35
N -5.55 -1.13 0.51
O -6.75 -1.51 0.86
H -4.49 -3.41 2.69
H -3.34 -3.33 1.20
H -5.15 -3.50 0.99
H -4.34 -1.57 3.78
H -6.05 -1.13 3.29
H -4.68 0.15 3.28
H -2.38 -0.96 2.14
H -2.65 -1.45 0.38
H -2.88 1.32 2.67
H -1.90 0.80 -2.10
H 0.50 1.38 -2.79
H 1.83 1.73 1.23
H -0.50 1.31 2.21
H -3.79 0.41 -1.31
H -4.34 2.01 -0.60
H -5.91 1.43 2.02
H -6.32 2.32 0.48
H -7.50 1.05 1.04
H -6.31 1.27 -1.86
H -6.03 -0.60 -2.00
H -7.54 0.06 -1.12
C 0.23 4.56 1.48
C 0.74 5.61 2.44
O -0.24 6.65 2.62
C -1.21 6.40 3.52
O -1.29 5.39 4.16
C -2.14 7.60 3.64
F -2.47 8.12 2.44
F -1.58 8.60 4.35
F -3.30 7.30 4.25
H -0.06 5.02 0.53
H 1.00 3.82 1.28
H -0.65 4.05 1.87
H 1.63 6.09 2.03
H 1.02 5.17 3.40
C 3.16 -1.27 -2.60
C 3.07 -2.64 -3.22
O 2.90 -3.65 -2.21
C 1.63 -3.84 -1.79
O 0.68 -3.24 -2.20
C 1.59 -4.96 -0.75
F 2.58 -4.87 0.16
F 1.71 -6.18 -1.32
F 0.44 -4.98 -0.05
H 3.95 -1.23 -1.85
H 3.37 -0.51 -3.36
H 2.23 -1.00 -2.10
H 4.01 -2.88 -3.74
H 2.27 -2.70 -3.97
C 8.80 -4.40 -0.77
C 9.56 -3.50 -1.73
O 8.80 -3.28 -2.93
C 7.88 -2.30 -2.87
O 7.68 -1.62 -1.89
C 7.19 -2.14 -4.22
F 6.86 -3.32 -4.77
F 7.97 -1.50 -5.11
F 6.05 -1.42 -4.13
H 8.51 -5.33 -1.27
H 9.41 -4.64 0.10
H 7.88 -3.92 -0.44
H 10.49 -4.00 -2.03
H 9.84 -2.56 -1.26
*
```

These are the Löwdin partial charges, in e, on atoms 1 to 2: C -0.034; C -0.413

=====

Entry 2:
Entry from OMol25: a molecular structure, C26H36MnN8O8 (wB97M-V/def2-TZVPD).

Calculated values
HOMO-LUMO gap (alpha / beta): 3.8 / 4.6 eV
LUMO level (alpha / beta): 0.1554 / 0.1550 hartree

The geometry in ORCA input format:
```
! RIJCOSX wB97M-V def2-TZVPD def2/J DEFGRID3
* xyz -2 6
Mn 0.69 0.31 -0.45
C -1.40 -2.56 2.12
N 0.01 -2.87 1.94
C 0.37 -4.24 2.25
C 0.85 -2.00 1.34
N 0.70 -0.70 1.40
C 0.03 -0.10 2.48
C 0.26 -0.47 3.80
C -0.43 0.12 4.84
C -1.38 1.10 4.58
C -1.59 1.51 3.26
C -0.87 0.95 2.21
N -1.05 1.28 0.86
C -1.34 2.47 0.44
N -1.16 3.64 1.15
C -1.92 4.83 0.88
C 0.03 3.85 1.95
N -1.93 2.63 -0.80
C -1.19 3.42 -1.80
C -2.58 1.46 -1.39
N 1.93 -2.51 0.67
C 1.74 -3.57 -0.32
C 3.05 -1.63 0.39
H -1.62 -2.36 3.18
H -1.98 -3.39 1.75
H -1.66 -1.70 1.52
H 0.02 -4.47 3.26
H 1.45 -4.36 2.21
H -0.10 -4.92 1.54
H 0.99 -1.25 3.99
H -0.24 -0.19 5.86
H -1.95 1.55 5.38
H -2.32 2.28 3.05
H -2.82 4.59 0.33
H -1.34 5.57 0.30
H -2.19 5.30 1.83
H 0.67 2.97 1.93
H -0.24 4.08 2.99
H 0.59 4.69 1.54
H -0.68 4.25 -1.32
H -1.89 3.81 -2.54
H -0.44 2.80 -2.30
H -3.20 0.97 -0.65
H -1.87 0.73 -1.77
H -3.20 1.81 -2.22
H 0.69 -3.87 -0.34
H 2.39 -4.43 -0.11
H 1.97 -3.18 -1.31
H 3.21 -0.94 1.21
H 2.90 -1.04 -0.52
H 3.94 -2.26 0.25
O 0.73 1.12 -4.44
C 0.57 0.45 -3.42
O 1.04 0.84 -2.28
C -0.18 -0.85 -3.51
C -0.51 -1.24 -4.81
C -1.19 -2.41 -5.03
C -1.57 -3.24 -3.97
C -1.25 -2.90 -2.66
C -0.55 -1.64 -2.38
O -0.31 -1.25 -1.18
N -1.68 -3.80 -1.68
O -1.32 -3.70 -0.46
O -2.39 -4.80 -2.05
N -1.53 -2.79 -6.38
O -1.20 -2.05 -7.31
O -2.14 -3.84 -6.57
H -0.22 -0.59 -5.63
H -2.11 -4.16 -4.14
C 3.33 2.45 2.07
O 2.36 1.58 1.57
C 2.01 1.66 0.17
C 3.13 2.19 -0.67
H 3.02 3.51 1.99
H 4.30 2.36 1.56
H 3.47 2.22 3.13
H 4.08 1.62 -0.59
H 3.39 3.24 -0.46
H 2.82 2.12 -1.71
*
```

These are the Löwdin partial charges, in e, on atoms 1 to 2: Mn 0.732; C -0.043

=====

Entry 3:
Entry from OMol25: a single C26H36N2O2S molecule (wB97M-V/def2-TZVPD).

Calculated values
HOMO-LUMO gap: 8.4 eV
LUMO level: 0.0266 hartree
Relative energy (zero: lowest compared OMol25 entry of this formula, charge and spin): 0.0 kcal/mol

The geometry in ORCA input format:
```
! RIJCOSX wB97M-V def2-TZVPD def2/J DEFGRID3
* xyz 0 1
C 6.31 0.63 2.69
O 5.90 1.43 1.61
C 5.20 0.85 0.60
C 4.72 1.71 -0.39
C 3.98 1.22 -1.44
C 3.72 -0.14 -1.54
S 2.72 -0.70 -2.89
C 1.65 -1.97 -2.13
C 0.97 -1.55 -0.82
C -0.25 -2.46 -0.57
C -0.47 -2.84 0.90
C -0.75 -1.62 1.78
C -1.64 -3.82 0.99
N 0.63 -0.13 -0.83
C -0.23 0.38 -1.87
C -1.55 0.94 -1.33
N -1.41 2.32 -0.92
C -2.64 3.08 -0.90
C -3.64 2.81 0.24
C -4.18 1.41 0.25
C -4.94 0.93 -0.81
C -5.42 -0.37 -0.82
C -5.15 -1.21 0.24
C -4.41 -0.75 1.32
C -3.93 0.55 1.32
C -0.60 2.47 0.27
C 0.88 2.15 0.00
C 1.19 0.67 0.10
O 1.89 0.24 1.01
C 4.23 -1.01 -0.59
C 4.96 -0.52 0.48
H 6.77 1.31 3.40
H 5.46 0.13 3.16
H 7.05 -0.12 2.38
H 4.93 2.76 -0.30
H 3.59 1.89 -2.20
H 0.92 -2.18 -2.91
H 2.24 -2.88 -1.96
H 1.69 -1.66 0.00
H -0.10 -3.38 -1.13
H -1.15 -1.98 -0.95
H 0.43 -3.33 1.27
H 0.12 -0.97 1.82
H -0.98 -1.94 2.80
H -1.60 -1.07 1.40
H -2.56 -3.35 0.63
H -1.45 -4.70 0.39
H -1.80 -4.14 2.02
H -0.45 -0.45 -2.55
H 0.28 1.15 -2.45
H -2.29 0.91 -2.14
H -1.91 0.29 -0.52
H -2.35 4.14 -0.85
H -3.13 2.92 -1.86
H -4.47 3.51 0.12
H -3.16 3.02 1.20
H -5.17 1.59 -1.64
H -6.01 -0.72 -1.65
H -5.52 -2.23 0.24
H -4.20 -1.40 2.16
H -3.35 0.91 2.16
H -0.67 3.51 0.59
H -0.95 1.83 1.11
H 1.15 2.53 -0.99
H 1.50 2.64 0.75
H 4.07 -2.07 -0.67
H 5.33 -1.21 1.22
*
```

These are the Löwdin partial charges, in e, on atoms 1 to 2: C -0.090; O -0.082

=====

DFT total energy across the listed records, respectively: -71358.8019, -87161.5235, -45457.3051 eV.